(w)
{
  "formula": "H34O17",
  "method": "ωB97M-V/def2-TZVPD",
  "total_charge": 0,
  "homo_energy_ev": -9.465,
  "gap_ev": 9.34,
  "species": ["O", "H", "H", "O", "H", "H", "O", "H", "H", "O", "H", "H", "O", "H", "H", "O", "H", "H", "O", "H", "H", "O", "H", "H", "O", "H", "H", "O", "H", "H", "O", "H", "H", "O", "H", "H", "O", "H", "H", "O", "H", "H", "O", "H", "H", "O", "H", "H", "O", "H", "H"],
  "positions_angstrom": [[2.508, -0.524, -1.470], [3.253, 0.136, -1.400], [1.888, -0.407, -0.791], [-3.234, 1.826, -0.942], [-2.550, 1.947, -1.619], [-2.738, 1.398, -0.282], [-0.084, -1.961, 2.857], [-0.034, -1.419, 3.597], [0.702, -1.776, 2.352], [-2.409, -1.835, -1.527], [-3.328, -1.856, -1.505], [-2.143, -2.450, -2.223], [4.027, 1.129, 1.399], [4.619, 0.894, 0.734], [3.342, 0.408, 1.464], [0.338, -0.235, 0.000], [0.616, 0.319, 0.731], [-0.634, -0.214, 0.059], [2.461, 2.430, -0.292], [3.015, 2.115, 0.476], [3.007, 2.414, -1.067], [0.627, -3.112, -0.061], [0.718, -2.152, 0.113], [-0.275, -3.341, 0.154], [0.928, 1.231, 2.490], [1.036, 2.185, 2.330], [0.017, 1.223, 2.656], [-1.894, 0.303, -3.128], [-2.753, 0.574, -3.499], [-2.054, -0.441, -2.540], [-2.274, -0.130, 0.780], [-2.510, -0.614, 1.577], [-2.397, -0.690, 0.015], [-1.685, 2.205, 2.287], [-1.823, 1.454, 1.715], [-2.545, 2.349, 2.696], [2.607, -1.341, 1.728], [3.196, -1.728, 2.385], [2.972, -1.706, 0.946], [0.474, 1.639, -2.967], [-0.365, 1.578, -3.465], [0.175, 1.744, -2.102], [-0.340, 2.618, -0.508], [0.590, 2.707, -0.361], [-0.865, 3.307, -0.092], [-1.935, -3.184, 1.277], [-2.463, -3.564, 1.997], [-1.346, -2.575, 1.745], [0.406, -1.274, -3.079], [1.211, -1.190, -2.597], [-0.073, -0.439, -3.022]]
}


(x)
{
  "formula": "H34O17",
  "method": "ωB97M-V/def2-TZVPD",
  "total_charge": 0,
  "homo_energy_ev": -10.451,
  "gap_ev": 10.18,
  "species": ["O", "H", "H", "O", "H", "H", "O", "H", "H", "O", "H", "H", "O", "H", "H", "O", "H", "H", "O", "H", "H", "O", "H", "H", "O", "H", "H", "O", "H", "H", "O", "H", "H", "O", "H", "H", "O", "H", "H", "O", "H", "H", "O", "H", "H", "O", "H", "H", "O", "H", "H"],
  "positions_angstrom": [[-10.622, 17.065, -9.295], [-9.752, 17.000, -9.661], [-10.477, 17.664, -8.559], [-9.603, 17.323, -12.999], [-10.384, 16.858, -12.695], [-9.891, 18.146, -13.429], [-8.143, 18.945, -11.252], [-8.862, 19.483, -10.925], [-8.425, 18.518, -12.056], [-8.684, 22.490, -9.597], [-7.910, 22.924, -9.220], [-8.848, 21.732, -9.000], [-9.005, 21.952, -12.308], [-9.052, 21.921, -11.374], [-9.254, 22.828, -12.461], [-6.024, 20.093, -9.343], [-6.000, 20.656, -10.117], [-6.814, 20.281, -8.828], [-6.646, 18.448, -13.790], [-5.758, 18.217, -14.013], [-6.933, 18.963, -14.575], [-11.316, 21.453, -8.659], [-10.663, 22.119, -8.421], [-10.975, 20.947, -9.427], [-7.954, 17.558, -8.851], [-7.346, 17.976, -8.267], [-7.853, 18.001, -9.676], [-8.386, 16.814, -15.452], [-7.509, 16.452, -15.251], [-8.520, 17.165, -14.593], [-9.870, 19.829, -14.033], [-10.837, 19.944, -14.257], [-9.625, 20.472, -13.397], [-6.244, 20.687, -12.008], [-5.724, 20.503, -12.787], [-6.824, 19.975, -11.898], [-6.495, 16.293, -12.115], [-6.800, 17.043, -12.579], [-5.838, 16.708, -11.654], [-8.650, 15.565, -10.725], [-8.562, 15.358, -9.791], [-7.740, 15.819, -11.014], [-10.491, 19.767, -10.405], [-10.865, 20.316, -11.052], [-11.134, 19.086, -10.299], [-8.331, 20.292, -8.032], [-8.077, 20.562, -7.113], [-8.436, 19.373, -8.035], [-4.788, 17.899, -10.477], [-5.424, 18.517, -10.168], [-4.990, 17.208, -9.871]]
}


(y)
{
  "formula": "H34O17",
  "method": "ωB97M-V/def2-TZVPD",
  "total_charge": 0,
  "homo_energy_ev": -10.236,
  "gap_ev": 9.68,
  "species": ["O", "H", "H", "O", "H", "H", "O", "H", "H", "O", "H", "H", "O", "H", "H", "O", "H", "H", "O", "H", "H", "O", "H", "H", "O", "H", "H", "O", "H", "H", "O", "H", "H", "O", "H", "H", "O", "H", "H", "O", "H", "H", "O", "H", "H", "O", "H", "H", "O", "H", "H"],
  "positions_angstrom": [[0.497, -0.960, -3.473], [0.232, -0.028, -3.427], [0.079, -1.337, -2.663], [-0.050, 0.440, 2.948], [-0.611, 1.163, 2.669], [0.827, 0.827, 2.719], [-1.529, -1.245, 1.437], [-2.289, -1.546, 1.967], [-1.081, -0.680, 2.051], [3.045, -1.054, -1.633], [3.091, -0.412, -0.924], [2.213, -1.465, -1.614], [-1.992, -1.164, -2.108], [-2.714, -1.644, -2.492], [-1.951, -0.323, -2.566], [3.669, 0.831, 0.168], [3.181, 1.477, -0.289], [4.322, 1.291, 0.726], [-1.910, 1.855, 1.534], [-2.428, 1.516, 0.775], [-2.253, 2.728, 1.461], [-1.730, 3.363, -0.913], [-0.969, 3.072, -0.411], [-1.314, 3.787, -1.713], [-3.684, -2.250, -0.261], [-2.747, -2.008, -0.108], [-4.042, -1.973, 0.565], [0.757, -2.735, -1.271], [1.597, -3.072, -1.029], [0.119, -3.207, -0.713], [0.469, -0.138, -0.091], [-0.364, -0.454, 0.275], [0.408, 0.752, 0.188], [-3.213, 1.013, -0.633], [-2.887, 1.793, -1.109], [-2.804, 0.156, -0.852], [2.039, 1.492, -2.061], [2.353, 0.940, -2.771], [1.747, 0.771, -1.550], [1.835, -1.716, 1.623], [1.205, -2.125, 2.163], [1.438, -1.098, 1.027], [0.645, 2.799, 0.540], [0.525, 3.006, 1.468], [1.493, 3.143, 0.266], [2.373, 1.545, 2.612], [2.695, 1.338, 1.748], [2.518, 2.486, 2.755], [-1.113, -3.764, 0.703], [-0.515, -4.318, 1.138], [-1.181, -2.867, 1.150]]
}


(z)
{
  "formula": "H34O17",
  "method": "ωB97M-V/def2-TZVPD",
  "total_charge": 0,
  "homo_energy_ev": -9.732,
  "gap_ev": 9.55,
  "species": ["O", "H", "H", "O", "H", "H", "O", "H", "H", "O", "H", "H", "O", "H", "H", "O", "H", "H", "O", "H", "H", "O", "H", "H", "O", "H", "H", "O", "H", "H", "O", "H", "H", "O", "H", "H", "O", "H", "H", "O", "H", "H", "O", "H", "H", "O", "H", "H", "O", "H", "H"],
  "positions_angstrom": [[0.171, 1.644, 3.770], [-0.351, 1.171, 4.426], [1.030, 1.833, 4.158], [1.030, 3.351, -3.667], [1.097, 2.670, -3.037], [1.845, 3.096, -4.127], [0.651, -4.019, -2.299], [1.207, -4.683, -2.730], [0.197, -4.647, -1.717], [4.764, -0.437, -2.373], [5.601, -0.849, -2.600], [4.355, -1.009, -1.721], [-5.005, -0.693, 0.786], [-4.769, 0.057, 1.315], [-4.475, -0.740, -0.013], [-1.609, 2.873, 1.579], [-1.654, 2.418, 2.409], [-1.383, 2.201, 0.939], [-1.095, -1.276, 1.616], [-0.704, -1.651, 2.420], [-1.330, -2.112, 1.167], [1.136, -1.125, 4.680], [1.507, -0.735, 3.889], [1.500, -1.977, 4.904], [2.093, -1.761, 2.176], [1.525, -2.449, 1.824], [2.101, -0.998, 1.583], [-1.178, -3.914, 0.785], [-2.166, -4.017, 0.753], [-0.846, -4.679, 1.256], [0.595, 4.252, 0.979], [0.692, 3.831, 1.852], [-0.367, 4.286, 1.203], [0.101, 0.016, -3.289], [0.476, -0.853, -3.154], [0.050, 0.491, -2.459], [2.662, 4.713, -0.326], [1.831, 4.832, 0.224], [2.185, 4.308, -1.062], [0.694, 0.643, 1.220], [0.208, -0.199, 1.164], [0.286, 1.274, 1.821], [-3.347, -0.674, -1.840], [-2.763, -0.330, -2.522], [-4.262, -0.538, -2.046], [-3.575, -3.094, 0.864], [-3.556, -2.156, 1.065], [-4.408, -3.533, 0.722], [1.998, 0.068, -5.011], [1.402, 0.819, -4.961], [2.452, 0.116, -4.170]]
}


(w) is the most stable structure; the next one sits 27.3 kJ/mol above it.